This record from the Open Molecules 2025 dataset describes a molecular structure, C15H36AsBF4NOSSeSi3Sn at a distorted geometry. The level of theory is ωB97M-V with the def2-TZVPD basis set.

Total energy (hartree): -7266.018537
HOMO-LUMO gap (eV): 6.6176
Lowest unoccupied orbital energy (Eh): 0.0882
Relative energy (zero: lowest compared OMol25 entry of this formula, charge and spin) (kJ/mol): 136.27
Charge: -1

Positions of all 65 atoms, in Å:
Sn 0.30 -0.94 0.44
F -1.43 -2.66 -0.84
B -1.50 -3.72 0.08
F -0.72 -4.75 -0.34
F -1.00 -3.23 1.31
F -2.81 -4.08 0.25
C -1.53 -1.39 3.83
O -0.23 -0.84 3.96
C 0.50 -0.60 2.92
C 1.75 0.08 3.33
H -2.20 -0.63 3.43
H -1.84 -1.67 4.84
H -1.54 -2.26 3.17
H 1.81 0.29 4.40
H 1.82 1.00 2.75
H 2.60 -0.52 3.01
C 4.92 -1.90 1.08
Si 5.05 -0.15 0.34
C 6.28 0.82 1.42
C 5.84 -0.39 -1.38
Se 3.10 0.91 0.23
H 5.88 -2.40 1.05
H 4.20 -2.50 0.53
H 4.59 -1.87 2.11
H 7.28 0.38 1.36
H 5.97 0.81 2.46
H 6.35 1.85 1.11
H 6.88 -0.67 -1.29
H 5.80 0.52 -1.97
H 5.33 -1.17 -1.94
S 0.16 -1.03 -4.77
C 1.75 -0.70 -4.17
C 1.71 -0.53 -2.83
N 0.48 -0.66 -2.27
C -0.42 -0.93 -3.14
H 2.59 -0.65 -4.83
H 2.55 -0.29 -2.19
H -1.45 -1.10 -2.90
C -2.54 4.03 -0.11
Si -1.44 2.55 -0.74
C -2.01 2.24 -2.55
C 0.35 3.20 -0.74
As -1.70 0.80 0.86
Si -3.78 -0.15 0.08
C -4.05 -0.99 -1.62
C -5.07 1.29 0.10
C -4.38 -1.35 1.45
H -2.43 4.92 -0.73
H -2.26 4.29 0.90
H -3.59 3.76 -0.10
H -2.02 3.16 -3.14
H -3.02 1.83 -2.58
H -1.34 1.54 -3.04
H 0.53 3.96 -1.49
H 1.05 2.39 -0.92
H 0.60 3.61 0.23
H -3.68 -0.39 -2.44
H -5.10 -1.20 -1.80
H -3.52 -1.94 -1.63
H -4.96 1.94 -0.77
H -4.93 1.89 0.99
H -6.10 0.93 0.10
H -3.72 -2.21 1.49
H -5.38 -1.72 1.27
H -4.36 -0.87 2.42